{"formula": "C57H63N2O7P2SSnTe", "method": "ωB97M-V with the def2-TZVPD basis set", "elements": ["Sn", "C", "S", "C", "C", "C", "N", "P", "C", "C", "C", "C", "C", "C", "C", "C", "C", "C", "C", "C", "P", "C", "C", "C", "C", "C", "C", "C", "C", "C", "C", "C", "C", "H", "H", "H", "H", "H", "H", "H", "H", "H", "H", "H", "H", "H", "H", "H", "H", "H", "H", "H", "H", "H", "H", "H", "H", "H", "H", "H", "H", "H", "C", "C", "C", "C", "C", "O", "C", "C", "C", "C", "C", "C", "C", "O", "C", "C", "C", "N", "C", "C", "Te", "C", "C", "C", "C", "C", "C", "C", "C", "C", "C", "C", "C", "H", "H", "H", "H", "H", "H", "H", "H", "H", "H", "H", "H", "H", "H", "H", "H", "H", "H", "H", "H", "H", "H", "H", "H", "O", "H", "H", "O", "H", "H", "O", "H", "H", "O", "H", "H", "O", "H", "H"], "xyz": [[-8.268, -12.599, 20.801], [-8.933, -6.328, 15.519], [-7.180, -6.718, 15.856], [-7.055, -6.149, 17.614], [-7.329, -7.118, 18.770], [-8.477, -8.010, 18.421], [-8.604, -9.277, 19.187], [-9.795, -9.456, 20.393], [-9.414, -7.959, 21.385], [-8.335, -8.198, 22.338], [-7.819, -7.050, 22.961], [-8.299, -5.717, 22.732], [-9.401, -5.629, 21.880], [-9.905, -6.663, 21.178], [-11.366, -8.945, 19.555], [-11.644, -9.204, 18.223], [-12.890, -8.928, 17.705], [-13.835, -8.235, 18.432], [-13.643, -7.975, 19.767], [-12.432, -8.410, 20.302], [-7.859, -10.663, 18.595], [-8.415, -11.082, 16.894], [-9.404, -12.091, 16.851], [-10.106, -12.336, 15.669], [-9.702, -11.606, 14.518], [-8.737, -10.650, 14.587], [-8.070, -10.382, 15.755], [-6.071, -10.279, 18.446], [-5.280, -10.934, 17.468], [-3.901, -11.033, 17.739], [-3.267, -10.448, 18.798], [-4.090, -9.783, 19.764], [-5.446, -9.721, 19.559], [-9.066, -6.248, 14.379], [-9.289, -5.365, 15.829], [-9.630, -7.056, 15.841], [-7.658, -5.187, 17.651], [-6.080, -5.853, 17.792], [-7.511, -6.609, 19.712], [-6.468, -7.774, 18.851], [-8.333, -8.320, 17.317], [-9.460, -7.567, 18.385], [-8.062, -9.174, 22.621], [-7.026, -7.199, 23.698], [-7.894, -4.831, 23.311], [-9.734, -4.653, 21.594], [-10.691, -6.520, 20.443], [-10.918, -9.735, 17.630], [-13.094, -9.228, 16.686], [-14.746, -7.864, 17.975], [-14.444, -7.606, 20.385], [-12.440, -8.329, 21.363], [-9.619, -12.766, 17.667], [-10.920, -13.035, 15.612], [-10.257, -11.810, 13.592], [-8.455, -10.073, 13.780], [-7.276, -9.660, 15.737], [-5.797, -11.453, 16.631], [-3.230, -11.675, 17.113], [-2.209, -10.628, 18.966], [-3.643, -9.359, 20.663], [-6.176, -9.266, 20.243], [-6.969, -19.682, 19.286], [-7.396, -18.245, 19.468], [-7.448, -17.439, 18.291], [-7.689, -16.095, 18.363], [-7.299, -15.225, 17.235], [-6.557, -14.276, 17.463], [-7.729, -15.480, 15.885], [-7.078, -14.924, 14.779], [-7.542, -15.027, 13.500], [-8.710, -15.762, 13.250], [-9.364, -16.353, 14.331], [-8.922, -16.196, 15.630], [-8.084, -15.471, 19.602], [-8.492, -14.194, 19.498], [-8.089, -16.263, 20.738], [-7.774, -17.634, 20.619], [-8.384, -15.675, 22.107], [-7.456, -15.234, 22.861], [-5.992, -15.383, 22.433], [-5.185, -16.260, 23.427], [-5.398, -15.799, 25.544], [-7.105, -16.968, 25.982], [-7.573, -17.984, 25.226], [-8.809, -18.623, 25.568], [-9.366, -18.330, 26.767], [-8.858, -17.306, 27.598], [-7.804, -16.585, 27.144], [-9.807, -15.602, 22.517], [-10.800, -15.621, 21.555], [-12.166, -15.371, 21.889], [-12.540, -15.077, 23.138], [-11.577, -15.278, 24.235], [-10.266, -15.468, 23.855], [-5.892, -19.627, 19.117], [-7.404, -20.211, 18.423], [-7.098, -20.275, 20.168], [-7.067, -17.924, 17.387], [-6.143, -14.370, 14.911], [-7.031, -14.597, 12.670], [-9.100, -15.877, 12.258], [-10.310, -16.891, 14.067], [-9.525, -16.610, 16.426], [-7.801, -18.212, 21.542], [-5.531, -14.379, 22.503], [-5.907, -15.590, 21.393], [-4.086, -16.148, 23.258], [-5.443, -17.301, 23.354], [-7.087, -18.206, 24.272], [-9.168, -19.387, 24.908], [-10.203, -18.911, 27.078], [-9.208, -17.110, 28.579], [-7.331, -15.747, 27.656], [-10.465, -15.644, 20.500], [-12.903, -15.332, 21.055], [-13.525, -14.759, 23.280], [-11.811, -15.279, 25.316], [-9.588, -15.392, 24.659], [-10.851, -12.722, 20.002], [-11.005, -13.702, 20.039], [-11.403, -12.458, 20.777], [-7.452, -12.752, 24.198], [-7.575, -12.528, 25.128], [-7.811, -13.649, 23.988], [-6.131, -13.025, 20.050], [-6.177, -13.440, 19.152], [-5.387, -12.529, 20.351], [-5.645, -11.472, 22.685], [-6.079, -11.951, 23.414], [-5.264, -10.678, 23.130], [-10.928, -15.229, 18.135], [-10.021, -14.998, 18.448], [-11.035, -15.159, 17.180]], "lowdin_charge": [1.287, -0.400, 0.813, -0.441, -0.215, -0.275, -0.477, 0.973, -0.334, -0.082, -0.081, -0.050, -0.111, -0.118, -0.355, -0.099, -0.078, -0.090, -0.071, -0.114, 0.956, -0.328, -0.096, -0.045, -0.058, -0.078, -0.108, -0.342, -0.059, -0.095, -0.067, -0.055, -0.153, 0.066, 0.029, 0.000, 0.101, 0.038, 0.108, 0.077, 0.068, 0.100, 0.068, 0.097, 0.128, 0.103, 0.106, 0.090, 0.108, 0.109, 0.110, 0.098, 0.067, 0.099, 0.116, 0.091, 0.075, 0.109, 0.124, 0.109, 0.110, 0.099, -0.039, -0.240, 0.040, -0.083, -0.299, 0.077, -0.144, -0.016, -0.064, -0.053, -0.074, -0.026, -0.303, -0.360, -0.118, 0.024, -0.244, 0.094, -0.243, -0.466, 1.279, -0.589, -0.139, -0.075, -0.092, -0.074, -0.182, -0.148, -0.025, -0.091, -0.062, -0.016, -0.036, 0.087, 0.092, 0.068, 0.140, 0.127, 0.103, 0.103, 0.125, 0.105, 0.130, 0.095, 0.089, 0.054, 0.015, 0.081, 0.101, 0.097, 0.098, 0.078, 0.099, 0.130, 0.086, 0.117, 0.088, -0.174, 0.018, 0.075, -0.135, 0.061, 0.009, -0.170, 0.058, 0.048, -0.119, -0.017, 0.064, -0.050, 0.011, 0.035], "fmax_ev_per_a": 4.4, "lumo_energy_ha": -0.0841, "charge": 1, "orbital_gap_ev": 7.1, "multiplicity": 1}